1.
{"formula": "C27H48BrF9NO12S", "method": "ωB97M-V/def2-TZVPD", "symbols": ["C", "C", "C", "C", "C", "Br", "C", "C", "S", "O", "O", "C", "F", "F", "C", "F", "F", "C", "F", "F", "C", "F", "F", "F", "N", "C", "C", "O", "C", "O", "C", "C", "C", "C", "O", "C", "C", "O", "C", "H", "H", "H", "H", "H", "H", "H", "H", "H", "H", "H", "H", "H", "H", "H", "H", "H", "H", "H", "H", "H", "H", "H", "H", "H", "H", "H", "H", "H", "H", "C", "C", "O", "O", "H", "H", "H", "H", "H", "H", "C", "C", "O", "O", "H", "H", "H", "H", "H", "H", "C", "C", "O", "O", "H", "H", "H", "H", "H", "H"], "positions_angstrom": [[5.1429, 1.9406, 1.9935], [4.0620, 1.0469, 1.3643], [2.6832, 1.6554, 1.6570], [2.4070, 2.8049, 0.6458], [1.5387, 0.6207, 1.8072], [1.9793, -0.3785, 3.4638], [0.2225, 1.3490, 2.1979], [-0.7760, 0.3313, 1.7366], [-2.4655, 0.5023, 2.3809], [-3.3480, -0.5615, 2.0148], [-2.2870, 0.7109, 3.7817], [-3.1449, 2.1239, 1.7099], [-2.4606, 3.0781, 2.3772], [-4.4160, 2.2089, 2.0378], [-2.8914, 2.3839, 0.2057], [-1.5671, 2.4500, -0.0321], [-3.4140, 3.6101, -0.0523], [-3.5653, 1.3921, -0.7768], [-2.7119, 0.3339, -0.8885], [-4.7534, 0.9899, -0.3330], [-3.7328, 1.9817, -2.2170], [-3.9033, 0.9285, -3.0445], [-2.6224, 2.6286, -2.5895], [-4.8028, 2.7616, -2.2978], [-0.3175, -0.5523, 0.9532], [-1.0895, -1.6552, 0.3911], [-0.8709, -2.9628, 1.1766], [-2.1589, -3.4850, 1.4700], [-2.0929, -4.7030, 2.0549], [-1.0825, -5.1868, 2.4693], [1.1432, -0.2844, 0.6247], [1.9823, -1.5709, 0.6244], [1.9795, -2.4395, -0.6511], [3.2818, -2.3797, -1.4334], [3.1130, -3.1102, -2.6489], [2.6038, -2.3219, -3.6824], [1.0444, 0.3878, -0.7423], [2.3088, 0.6036, -1.2636], [2.2683, 1.2560, -2.5219], [6.1066, 1.7787, 1.5274], [5.2276, 1.7048, 3.0492], [4.8665, 2.9879, 1.9390], [4.2366, 0.9410, 0.3014], [4.1758, 0.0797, 1.8405], [2.7696, 2.1249, 2.6301], [3.1182, 2.7315, -0.1626], [2.5662, 3.7609, 1.1300], [1.4041, 2.7991, 0.2431], [0.0147, 2.3014, 1.7223], [0.1141, 1.4167, 3.2730], [-0.8109, -1.8249, -0.6375], [-2.1510, -1.4520, 0.4016], [-0.3395, -2.7646, 2.1018], [-0.3079, -3.6587, 0.5685], [-3.0307, -5.2545, 2.1068], [1.6323, -2.1869, 1.4418], [3.0122, -1.3432, 0.8621], [1.1617, -2.2420, -1.3363], [1.8616, -3.4730, -0.3416], [3.5796, -1.3696, -1.7037], [4.0883, -2.8617, -0.9021], [2.4535, -2.9324, -4.5632], [1.6386, -1.8598, -3.4437], [3.2878, -1.5168, -3.9632], [0.4687, -0.2410, -1.4252], [0.4660, 1.3115, -0.6408], [1.3739, 0.9943, -3.0855], [3.1515, 0.9661, -3.0762], [2.2885, 2.3393, -2.4087], [-3.6440, 7.0317, -1.0119], [-5.1304, 6.9518, -0.7328], [-5.8678, 7.4113, -1.8644], [-3.2659, 8.3564, -1.3359], [-3.0678, 6.7206, -0.1389], [-3.3861, 6.3784, -1.8596], [-5.3929, 7.6134, 0.0908], [-5.4306, 5.9286, -0.4797], [-5.7769, 6.7605, -2.5678], [-3.9861, 8.7235, -1.8644], [-6.0241, -4.9745, 1.8805], [-6.6969, -6.3246, 1.7536], [-7.2938, -6.6877, 2.9972], [-5.0500, -5.0058, 2.9187], [-5.5221, -4.6982, 0.9520], [-6.7677, -4.2052, 2.1222], [-5.9571, -7.0938, 1.5366], [-7.4479, -6.3183, 0.9583], [-8.0564, -6.1181, 3.1431], [-5.4266, -5.5551, 3.6195], [7.7916, -1.5408, -2.9053], [7.6287, -1.5499, -1.4013], [6.4002, -2.2001, -1.0535], [6.6811, -0.8947, -3.5142], [8.6963, -1.0075, -3.1943], [7.8506, -2.5694, -3.2840], [7.5479, -0.5306, -1.0266], [8.4723, -2.0441, -0.9124], [6.5018, -3.1407, -1.2375], [5.9100, -1.1624, -2.9997]], "forces_ev_per_a": [[-0.333, -0.245, -0.049], [0.387, 0.389, 0.678], [0.159, -0.188, -0.890], [0.247, -0.275, 0.543], [0.033, 1.839, 0.421], [-0.118, -0.367, -0.277], [-0.235, -1.507, -0.109], [-0.084, 1.378, 0.040], [-1.651, -1.466, 1.859], [0.417, 0.443, -1.029], [0.647, 0.540, -0.324], [1.203, 0.536, 0.101], [-0.059, -0.166, -0.184], [-0.023, -0.376, -0.116], [-1.168, 0.919, -0.401], [-0.093, -0.265, 0.189], [0.134, -0.311, 0.184], [0.562, 0.146, -0.491], [-0.348, 0.065, 0.140], [0.243, -0.045, 0.047], [-0.154, -0.859, -0.508], [0.035, 0.659, 0.368], [-0.476, -0.018, 0.174], [0.515, -0.027, 0.053], [-0.417, -0.203, -0.036], [-0.223, -1.215, -0.033], [-0.115, 0.602, 0.107], [-0.109, -0.197, -0.338], [0.035, -0.887, 0.272], [0.559, 0.238, -0.040], [0.766, -0.844, 0.435], [-0.605, -0.629, -0.836], [0.294, 0.059, 0.328], [-0.371, -0.322, -0.999], [0.203, -0.213, 0.293], [-0.131, 0.330, -0.355], [-0.094, 0.452, -0.003], [0.071, -0.099, 0.091], [0.110, 0.256, -0.123], [0.195, 0.097, -0.044], [0.091, -0.030, 0.212], [0.149, 0.272, -0.235], [-0.171, -0.114, -0.227], [-0.093, -0.300, -0.100], [-0.208, -0.090, 0.359], [0.001, 0.057, -0.332], [-0.071, 0.196, 0.064], [-0.169, 0.138, -0.145], [0.206, 0.200, -0.066], [0.043, 0.468, 0.187], [0.293, 0.327, -0.232], [0.006, 0.301, 0.202], [0.187, -0.100, 0.169], [0.154, -0.275, 0.087], [-0.466, 0.638, -0.116], [0.011, 0.007, 0.285], [0.154, 0.379, 0.075], [-0.177, 0.188, -0.049], [-0.075, -0.221, -0.023], [0.056, 0.256, 0.358], [0.149, 0.000, 0.287], [0.019, -0.289, -0.055], [-0.117, 0.004, 0.152], [0.175, 0.103, 0.061], [-0.150, -0.245, 0.013], [0.039, 0.147, -0.051], [-0.066, -0.194, -0.091], [0.129, -0.133, -0.101], [-0.077, 0.148, 0.161], [-0.002, 0.251, -0.250], [-0.058, -0.194, -0.220], [0.054, 0.065, 0.116], [-0.012, -0.043, 0.179], [0.015, 0.004, 0.005], [-0.050, -0.191, 0.124], [-0.016, 0.012, 0.012], [0.068, 0.009, 0.110], [-0.036, 0.024, -0.037], [0.036, 0.026, -0.039], [0.032, -0.016, 0.294], [-0.256, 0.069, 0.057], [0.167, 0.016, -0.028], [-0.013, -0.099, -0.150], [0.018, 0.015, 0.003], [-0.060, 0.005, -0.166], [-0.003, -0.027, -0.005], [0.084, 0.024, -0.081], [-0.042, -0.050, 0.029], [-0.004, 0.042, 0.046], [-0.295, -0.006, -0.080], [0.033, -0.227, -0.020], [0.043, 0.103, 0.057], [0.077, 0.162, 0.080], [-0.005, 0.015, -0.031], [0.171, -0.020, 0.079], [-0.009, 0.014, 0.019], [0.049, 0.061, -0.028], [0.008, -0.006, -0.012], [-0.023, -0.098, -0.050]], "gap_ev": 6.978, "homo_ev": -11.94, "total_energy_ha": -5885.83899, "total_charge": 1, "fmax_ha_per_bohr": 0.056}

2.
{"formula": "C4H9N2", "method": "ωB97M-V/def2-TZVPD", "symbols": ["C", "C", "C", "C", "N", "N", "H", "H", "H", "H", "H", "H", "H", "H", "H"], "positions_angstrom": [[-0.3138, 0.9516, 1.6509], [0.9229, -0.0852, 0.1239], [1.1796, -0.7594, -1.1237], [-1.5267, -0.0683, -0.3430], [-0.3051, 0.1580, 0.4629], [0.7385, 1.6209, 1.5950], [-1.0128, 0.8350, 2.4454], [1.7032, -0.2065, 0.8023], [2.1639, -0.5592, -1.4022], [0.5916, -0.5037, -2.0326], [1.1132, -1.7921, -0.9659], [-2.3854, 0.1922, 0.2518], [-1.4356, 0.4776, -1.2711], [-1.5103, -1.2011, -0.6866], [1.0416, 2.0392, 2.4735]], "forces_ev_per_a": [[1.166, -0.225, -0.825], [-2.249, -2.415, -1.857], [-0.825, 1.595, -2.232], [1.371, -2.944, -0.970], [-0.920, 0.466, 0.564], [0.941, 1.692, 1.768], [-0.744, -0.205, 0.298], [0.839, 0.643, 1.367], [1.909, 0.112, -0.424], [-0.076, -0.038, 0.937], [-0.118, -1.841, 0.371], [-0.236, -0.003, -0.011], [-0.254, 0.507, -0.028], [-0.416, 2.233, 0.995], [-0.387, 0.423, 0.047]], "gap_ev": 10.576, "homo_ev": -15.48, "smiles": "[H]/N=C/[N+](C)=C/C", "total_energy_ha": -266.99700, "total_charge": 1, "fmax_ha_per_bohr": 0.074, "e_above_lowest_kcal_mol": 64.2}

3.
{"formula": "C7H6N3", "method": "ωB97M-V/def2-TZVPD", "symbols": ["C", "C", "C", "C", "C", "C", "C", "N", "N", "N", "H", "H", "H", "H", "H", "H"], "positions_angstrom": [[-1.7485, 0.4601, -1.7206], [1.1111, -0.7263, 1.2707], [-0.4227, -1.1073, -0.1713], [-0.1636, 0.3351, -0.1092], [-2.0660, -0.8183, -1.9589], [-1.3895, -1.6090, -1.0284], [1.4252, 1.8222, 1.2234], [0.4001, -1.6926, 0.7896], [-1.0407, 1.0144, -0.8887], [0.8555, 0.5305, 0.7488], [1.9642, -0.8720, 1.9889], [-2.5233, -1.2996, -2.8533], [-1.4325, -2.6733, -1.3056], [0.9580, 2.7497, 0.8726], [1.5879, 1.9443, 2.3098], [2.4848, 1.9423, 0.8324]], "forces_ev_per_a": [[2.659, 1.165, 3.012], [1.474, -0.419, 0.767], [0.375, 1.192, 1.640], [-1.128, -1.852, -1.199], [-1.503, -1.046, -2.245], [1.220, -1.024, -0.587], [2.578, 0.756, -0.360], [-0.333, 0.030, -0.865], [-0.728, 0.065, -1.402], [-0.819, 1.761, 0.564], [-1.190, 0.277, -0.744], [0.051, 0.843, 1.049], [-0.007, 0.357, 0.749], [-0.681, -0.796, -0.154], [-0.779, -0.790, -0.384], [-1.190, -0.519, 0.159]], "gap_ev": 7.746, "homo_ev": -14.33, "smiles": "Cn1cnc2ccc#[n+]c21", "total_energy_ha": -434.24222, "total_charge": 1, "fmax_ha_per_bohr": 0.081, "e_above_lowest_kcal_mol": 24.7}

4.
{"formula": "C3H7OS", "method": "ωB97M-V/def2-TZVPD", "symbols": ["O", "C", "H", "H", "C", "C", "S", "H", "H", "H", "H", "H"], "positions_angstrom": [[-3.3707, -0.2086, 0.4828], [-2.5134, 0.6786, 0.3635], [-2.7360, 1.6848, -0.0611], [-1.5606, 0.7771, 0.8275], [2.3528, 0.5004, -1.4896], [1.5267, -0.5844, -0.8496], [0.7931, -0.2749, 0.9022], [2.4861, 0.2476, -2.5609], [3.3917, 0.5284, -0.9791], [1.7247, 1.5000, -1.4241], [2.1575, -1.5001, -0.8469], [0.6164, -0.7377, -1.3996]], "forces_ev_per_a": [[2.118, 1.804, -0.616], [-2.887, -0.164, 0.929], [-0.620, -0.381, -0.810], [1.252, -1.318, 0.505], [-0.043, 1.568, 0.516], [-0.276, -0.504, 1.727], [1.097, -0.004, -1.170], [0.149, 0.249, 0.331], [-1.709, 0.520, -0.801], [1.726, -1.669, -0.023], [-0.645, 0.250, 0.093], [-0.160, -0.351, -0.681]], "gap_ev": 6.484, "homo_ev": -2.48, "total_energy_ha": -591.90310, "total_charge": -1, "fmax_ha_per_bohr": 0.059, "e_above_lowest_kcal_mol": 40.9}